# C33H37N8O9P2S4Sr

A structure of composition C33H37N8O9P2S4Sr (ωB97M-V/def2-TZVPD, the Open Molecules 2025 dataset).

Positions of all 94 atoms, in Å:
Sr  0.3043  -0.6742  0.5306
N  -3.6420  -2.6854  -1.9999
C  -3.0461  -1.2905  -2.0927
C  -3.8160  -0.5354  -3.1702
P  -1.3072  -1.6628  -2.7033
O  -0.9406  -0.4121  -3.6154
O  -1.5397  -2.8717  -3.5612
O  -0.3570  -1.8109  -1.5520
P  -3.2212  -0.5990  -0.3616
O  -4.4142  0.4630  -0.4898
O  -1.9708  0.1085  0.0470
O  -3.6994  -1.7766  0.4369
H  -3.0451  -3.2739  -2.6206
H  -4.6091  -2.6814  -2.3130
H  -3.6284  -2.9224  -0.9871
H  -3.7071  -1.0347  -4.1357
H  -3.4289  0.4740  -3.2855
H  -4.8741  -0.4596  -2.9045
H  -1.0042  0.4702  -3.1894
H  -4.1103  1.3172  -0.8588
S  6.5547  -0.8051  4.8657
C  7.6737  -1.8777  4.1408
C  7.2824  -2.2350  2.8885
C  6.0526  -1.6370  2.5013
C  5.5317  -0.8311  3.4750
C  4.2870  -0.0568  3.4188
C  3.3540  -0.3353  2.3916
N  2.2296  0.3220  2.2406
C  1.9375  1.3338  3.0867
C  2.7728  1.6656  4.1611
C  2.4064  2.7405  5.0386
C  1.2845  3.4588  4.8205
C  0.4330  3.1758  3.7003
C  -0.7032  3.9472  3.3994
C  -1.4595  3.6557  2.2905
C  -1.0609  2.5513  1.4979
N  -0.0083  1.8160  1.7616
C  0.7477  2.1165  2.8399
C  -2.6423  4.4227  1.8902
C  -3.1855  4.5009  0.6401
C  -4.3381  5.3302  0.5952
C  -4.6493  5.8647  1.8066
S  -3.5429  5.3714  3.0167
C  3.9662  0.9381  4.3108
H  8.5557  -2.1862  4.6780
H  7.8465  -2.9049  2.2559
H  5.5788  -1.7953  1.5385
H  3.5426  -1.1227  1.6695
H  3.0568  2.9692  5.8746
H  1.0144  4.2759  5.4790
H  -0.9574  4.7862  4.0388
H  -1.6364  2.2588  0.6262
H  -2.7762  3.9870  -0.2223
H  -4.9057  5.5139  -0.3057
H  -5.4693  6.5183  2.0561
H  4.6374  1.1946  5.1241
C  -0.0875  -5.1951  -0.9106
N  1.1685  -4.4999  -0.6904
C  2.2464  -4.6881  -1.4979
C  3.3530  -3.9364  -1.3832
C  3.3666  -2.8497  -0.4109
O  4.3662  -2.1219  -0.2777
N  2.2392  -2.6428  0.3296
C  1.1839  -3.4723  0.2499
O  0.1797  -3.3256  0.9713
H  0.0674  -5.9550  -1.6747
H  -0.8363  -4.4840  -1.2579
H  -0.4312  -5.6586  0.0120
H  2.1504  -5.4834  -2.2262
H  4.2194  -4.1064  -2.0042
N  -1.1595  -1.3625  2.7475
H  -2.0805  -1.3741  2.3116
H  -1.2576  -1.0032  3.6879
H  -0.8420  -2.3261  2.7930
C  4.4905  -0.7741  -3.2628
N  3.6388  0.0434  -2.4263
C  4.0163  1.1538  -1.7109
C  2.9557  1.4630  -0.9152
N  1.9442  0.5565  -1.1159
C  2.3956  -0.2798  -2.0244
H  5.0904  -0.1384  -3.9126
H  3.8635  -1.4144  -3.8801
H  5.1317  -1.3942  -2.6360
H  4.9841  1.6074  -1.8339
H  2.8532  2.2753  -0.2149
H  1.8511  -1.1304  -2.4067
C  -5.5555  3.1545  -2.2913
O  -4.1946  2.9143  -1.9470
C  -3.2310  2.9279  -2.9350
S  -3.6705  3.1891  -4.5167
S  -1.6927  2.6038  -2.3039
H  -6.1004  3.0921  -1.3504
H  -5.9162  2.4059  -2.9965
H  -5.6717  4.1378  -2.7467

* multiplicity: 1
* gap between HOMO and LUMO: 6.233 eV
* charge: -1

# C33H38AsCoN4S

A structure of composition C33H38AsCoN4S in a non-equilibrium geometry (ωB97M-V/def2-TZVPD, the Open Molecules 2025 dataset).

Positions of all 78 atoms, in Å:
Co  -0.9366  -1.0535  0.6361
N  1.3026  -1.9982  0.2247
C  0.6494  -2.5474  -0.9084
C  1.2900  -3.2182  -1.9320
C  0.4986  -3.7968  -2.9095
C  -0.8819  -3.6838  -2.8169
C  -1.4306  -2.9494  -1.7862
N  -0.6729  -2.3650  -0.8454
C  0.9781  -2.6719  1.4332
C  1.8410  -3.4889  2.1403
C  1.3767  -4.0706  3.3084
C  0.0763  -3.8219  3.7347
C  -0.7238  -2.9984  2.9724
N  -0.2691  -2.4342  1.8443
H  2.2947  -1.8279  0.1180
H  2.3685  -3.2986  -1.9462
H  0.9523  -4.3516  -3.7201
H  -1.5324  -4.1436  -3.5470
H  -2.4971  -2.8047  -1.7209
H  2.8426  -3.6681  1.7739
H  2.0214  -4.7255  3.8795
H  -0.3142  -4.2606  4.6413
H  -1.7478  -2.7808  3.2479
N  -1.1027  0.0501  2.2221
C  -1.0941  1.4803  1.9615
C  -0.2464  2.3634  2.6001
C  -0.2822  3.6990  2.2241
C  -1.1498  4.1242  1.2255
C  -2.0335  3.2322  0.6353
C  -2.0365  1.8942  1.0169
C  -3.0241  0.8954  0.5246
C  -4.2943  1.3102  0.1165
C  -5.2444  0.4170  -0.3570
C  -4.9609  -0.9394  -0.4060
C  -3.6979  -1.3843  -0.0232
C  -2.7466  -0.4722  0.3901
H  -0.4072  -0.2064  2.9191
H  -2.0315  -0.1819  2.5806
H  0.4273  2.0223  3.3724
H  0.3694  4.4089  2.7156
H  -1.1546  5.1620  0.9204
H  -2.7150  3.5771  -0.1312
H  -4.5471  2.3598  0.1993
H  -6.2196  0.7814  -0.6500
H  -5.7162  -1.6516  -0.7109
H  -3.4947  -2.4475  -0.0049
C  3.6105  1.6610  2.1394
S  2.4903  0.2564  2.2702
C  3.3695  -0.6582  3.5612
H  4.5453  1.3709  1.6646
H  3.8051  2.0699  3.1298
H  3.1238  2.4126  1.5282
H  2.7125  -1.4373  3.9436
H  4.2825  -1.1154  3.1821
H  3.6200  0.0103  4.3831
C  -1.4415  2.4840  -2.6718
As  -1.0757  0.6386  -2.1685
C  -2.0305  -0.2347  -3.6270
C  0.7391  0.4808  -2.8897
C  1.7657  1.3981  -2.2600
C  1.5014  2.1907  -1.1470
C  2.4356  3.1157  -0.6970
C  3.6705  3.2247  -1.3145
C  3.9650  2.4030  -2.3948
C  3.0160  1.5119  -2.8681
H  -1.1408  2.6242  -3.7100
H  -0.8903  3.1749  -2.0402
H  -2.5104  2.6738  -2.5789
H  -1.6820  0.1781  -4.5735
H  -3.0960  -0.0319  -3.5222
H  -1.8734  -1.3081  -3.6306
H  0.6821  0.7059  -3.9582
H  1.0340  -0.5693  -2.8132
H  0.5513  2.1225  -0.6264
H  2.1805  3.7711  0.1273
H  4.3938  3.9517  -0.9694
H  4.9252  2.4782  -2.8878
H  3.2379  0.9117  -3.7435

* multiplicity: 1
* gap between HOMO and LUMO (spin up / spin down): 6.696 / 6.560 eV
* charge: +2

# C33H38BrN10O5PrS2

A structure of composition C33H38BrN10O5PrS2 in a non-equilibrium geometry (ωB97M-V/def2-TZVPD, the Open Molecules 2025 dataset).

Positions of all 90 atoms, in Å:
Pr  0.6401  -0.3876  -0.9533
O  6.0791  -3.2179  -3.6172
C  5.2681  -4.0557  -3.0952
O  5.4936  -5.2233  -2.7876
C  3.9056  -3.4356  -2.9037
C  3.6733  -2.2157  -3.5738
C  2.3686  -1.6336  -3.3713
N  1.5036  -2.1352  -2.4818
C  1.6836  -3.2830  -1.8276
C  2.8991  -4.0302  -2.0891
C  0.6668  -3.7003  -0.9381
C  0.7445  -4.8512  -0.0776
C  -0.2789  -5.1461  0.8146
C  -1.4728  -4.4202  0.7193
C  -1.5381  -3.2899  -0.0959
N  -0.4604  -2.9271  -0.8564
C  1.9961  -0.4797  -4.0977
C  2.7319  -0.1254  -5.2186
C  2.3410  0.9282  -6.0301
C  1.3148  1.7277  -5.5348
C  0.8623  1.5615  -4.2090
N  1.1274  0.4411  -3.5141
H  4.4429  -1.8430  -4.2592
H  3.1171  -4.9729  -1.5771
H  1.6721  -5.4755  -0.1785
H  -0.1363  -5.8427  1.6847
H  -2.3773  -4.7915  1.1568
H  -2.4870  -2.7162  -0.2351
H  3.5494  -0.7885  -5.5329
H  2.8488  1.1176  -6.9738
H  0.8031  2.3796  -6.2534
H  0.2548  2.3346  -3.7634
C  -4.2304  0.5136  -0.3890
N  -3.3662  0.4519  0.8041
C  -3.9945  0.2877  2.1349
C  -2.8739  0.4898  3.1275
N  -1.7126  0.7685  2.2118
C  -0.5153  1.3919  2.7171
C  -1.9977  0.7577  0.8628
N  -1.0934  0.8598  -0.0311
C  -1.2863  1.8460  -1.1147
C  -0.6803  3.2366  -0.8182
N  0.6784  3.2763  -1.2877
C  1.4395  4.2029  -0.6740
N  1.0729  5.3504  0.0312
C  -0.2340  5.9581  0.0046
C  2.1012  5.7031  0.9952
C  3.3651  4.9353  0.5719
N  2.8324  4.0731  -0.5053
C  3.6648  3.2307  -1.3688
H  -5.1290  -0.0032  -0.0974
H  -3.7297  0.0102  -1.2177
H  -4.4681  1.5695  -0.5937
H  -4.4711  -0.7275  2.2249
H  -4.7460  1.1325  2.2006
H  -2.7081  -0.4295  3.7184
H  -3.0744  1.2725  3.7946
H  0.2081  0.6609  3.1433
H  -0.6851  2.1644  3.5058
H  0.0157  1.9002  1.8582
H  -2.3672  1.9328  -1.3807
H  -0.7952  1.4925  -2.0947
H  -0.7659  3.4340  0.2613
H  -1.4168  3.8498  -1.3520
H  -0.8925  5.6820  0.8475
H  -0.7932  5.6323  -0.8652
H  -0.2046  7.0334  0.0143
H  1.7871  5.5936  2.0841
H  2.2880  6.7926  0.9565
H  3.7171  4.3084  1.3839
H  4.2528  5.5057  0.1233
H  3.9563  3.8566  -2.2366
H  3.0380  2.3869  -1.6518
H  4.5693  2.8834  -0.8059
O  4.1325  -0.3680  1.6127
S  2.9658  -0.2862  0.8190
O  2.1812  0.9783  0.6957
O  3.0768  -0.6830  -0.5890
S  1.2840  -1.5226  1.5551
Br  -6.5450  -2.3393  3.5262
C  -5.1375  -3.2926  4.4192
C  -5.1653  -3.4595  5.8312
C  -4.0335  -4.0157  6.4391
C  -3.0158  -4.4952  5.6154
N  -3.0948  -4.5863  4.2807
C  -4.1802  -4.0500  3.7041
H  -6.0569  -3.3009  6.4064
H  -4.0452  -4.1549  7.5225
H  -2.0848  -4.8633  6.0595
H  -4.2738  -4.3302  2.6799

* multiplicity: 3
* ⟨S²⟩: 2.0024
* gap between HOMO and LUMO (spin up / spin down): 6.369 / 6.370 eV